DFT (ωB97M-V/def2-TZVPD) results for 11 unconnected molecules or ions with the total composition C36H98N8O20 in a non-equilibrium geometry.

Calculated values
- Charge: 0
- E: -91775.658 eV
- SMILES string: COCCNCCOC.COCCNCCOC.COCCNCCOC.COCCNCCOC.NC(N)=O.NC(N)=O.OCCO.OCCO.OCCO.OCCO.OCCO

Last column: Löwdin charge in e.
Atoms and positions in Å:
C (2.28473, -3.19472, -7.99498)  -0.848
O (1.15032, -3.00626, -7.76487)  0.086
N (2.83928, -3.22597, -9.19596)  0.152
N (3.15757, -3.60750, -7.17331)  0.154
H (2.34476, -3.04994, -10.05883)  0.115
H (3.83221, -3.40572, -9.23953)  0.098
H (4.09854, -3.79671, -7.48775)  0.113
H (2.72120, -4.11634, -6.41783)  0.129
C (-6.36427, -1.57699, 7.48822)  -0.867
O (-7.22189, -1.39043, 8.31319)  0.041
N (-6.03128, -0.66507, 6.66109)  0.167
N (-5.60403, -2.59616, 7.44776)  0.177
H (-5.23783, -0.65745, 6.03622)  0.117
H (-6.64674, 0.11789, 6.82926)  0.125
H (-5.01613, -2.66735, 6.62959)  0.109
H (-5.49313, -3.15573, 8.28122)  0.130
C (1.89715, 0.01461, 4.63678)  -0.161
O (0.73265, 0.21605, 3.98708)  -0.188
C (0.54227, 1.47287, 3.36811)  -0.204
C (-0.96400, 1.78331, 3.10197)  -0.170
N (-1.74778, 0.96771, 2.12561)  -0.072
C (-1.33793, 1.20134, 0.71423)  -0.184
C (-2.08576, 0.12105, -0.08891)  -0.222
O (-1.52440, 0.00146, -1.40646)  -0.213
C (-2.01151, -1.11820, -2.24380)  -0.065
H (2.69314, 0.53862, 4.10773)  0.084
H (2.23460, -1.00339, 4.83153)  0.092
H (1.87902, 0.60106, 5.55539)  0.087
H (1.20831, 1.79982, 2.56962)  0.120
H (0.73893, 2.15317, 4.19674)  0.112
H (-0.99737, 2.75971, 2.61862)  0.102
H (-1.42990, 1.70464, 4.08424)  0.116
H (-2.73447, 1.06383, 2.31877)  0.101
H (-0.29705, 1.07260, 0.41741)  0.111
H (-1.44850, 2.25727, 0.46746)  0.108
H (-3.16223, 0.28677, -0.04595)  0.111
H (-2.03165, -0.86551, 0.37140)  0.112
H (-1.36404, -1.16604, -3.11934)  0.079
H (-3.06161, -1.00146, -2.51172)  0.081
H (-1.80185, -2.07666, -1.76892)  0.073
C (-5.15550, 4.58297, -0.09796)  -0.113
O (-5.60844, 3.46084, 0.65775)  -0.228
C (-6.69738, 2.71822, 0.03808)  -0.211
C (-7.26733, 1.82053, 1.11450)  -0.164
N (-8.29495, 0.90816, 0.44380)  -0.059
C (-8.58458, -0.28577, 1.24204)  -0.210
C (-7.29589, -1.09850, 1.45765)  -0.196
O (-6.48447, -1.36279, 0.25829)  -0.170
C (-7.06445, -2.34875, -0.57646)  -0.142
H (-5.96816, 5.30814, -0.14041)  0.085
H (-4.90724, 4.32194, -1.12671)  0.078
H (-4.18898, 4.91356, 0.28238)  0.085
H (-6.16982, 2.23480, -0.78417)  0.123
H (-7.38716, 3.44686, -0.38780)  0.118
H (-7.84141, 2.41754, 1.82311)  0.121
H (-6.36465, 1.40614, 1.56343)  0.105
H (-8.13566, 0.75906, -0.54235)  0.097
H (-9.47181, -0.71527, 0.77678)  0.108
H (-8.98457, -0.02605, 2.22217)  0.114
H (-7.49080, -1.98066, 2.06750)  0.113
H (-6.68159, -0.63363, 2.22876)  0.102
H (-8.10954, -2.21806, -0.85722)  0.076
H (-7.05756, -3.42280, -0.39081)  0.083
H (-6.63429, -2.25751, -1.57382)  0.081
C (5.63622, 4.36134, 7.57503)  -0.092
O (6.61721, 3.35161, 7.39887)  -0.180
C (7.83965, 3.83935, 6.95076)  -0.278
C (8.64120, 2.71630, 6.50649)  -0.276
N (8.50200, 2.49012, 5.12264)  -0.031
C (9.60213, 1.70467, 4.52191)  -0.208
C (9.50762, 0.22974, 4.29997)  -0.246
O (9.25142, -0.54374, 5.45183)  -0.181
C (10.43343, -0.66234, 6.25598)  -0.099
H (5.78931, 4.90015, 8.51010)  0.090
H (4.70097, 3.84325, 7.36291)  0.091
H (5.75122, 5.06885, 6.75388)  0.078
H (8.40912, 4.32264, 7.74463)  0.120
H (7.70960, 4.64747, 6.23096)  0.125
H (8.44458, 1.80418, 7.06993)  0.134
H (9.65268, 3.03891, 6.75333)  0.123
H (7.67794, 1.91546, 5.22646)  0.115
H (10.55618, 1.94533, 4.99090)  0.106
H (9.70092, 2.16338, 3.53807)  0.112
H (10.36141, -0.15856, 3.74466)  0.123
H (8.67356, 0.08473, 3.61337)  0.122
H (10.10458, -1.00387, 7.23746)  0.090
H (10.97616, 0.27155, 6.40225)  0.076
H (11.15766, -1.35735, 5.83106)  0.085
C (-0.92425, -3.98072, -13.19298)  -0.051
O (-1.23440, -2.55282, -12.68609)  -0.227
C (-2.22885, -2.49492, -11.59781)  -0.184
C (-2.32847, -1.14384, -10.81185)  -0.219
N (-3.60881, -0.93567, -10.21906)  -0.080
C (-3.61259, 0.15035, -9.25073)  -0.221
C (-4.92263, 0.30104, -8.54335)  -0.238
O (-5.51464, -0.87390, -7.93615)  -0.183
C (-6.75576, -0.48818, -7.17488)  -0.069
H (-1.58173, -4.25161, -14.01907)  0.072
H (-0.91655, -4.74958, -12.42040)  0.070
H (0.06735, -4.07184, -13.63631)  0.066
H (-2.07542, -3.39847, -11.00774)  0.105
H (-3.12419, -2.73441, -12.17151)  0.109
H (-1.99891, -0.20624, -11.25951)  0.124
H (-1.52205, -1.33322, -10.10338)  0.105
H (-3.84954, -1.75656, -9.68213)  0.113
H (-3.16934, 1.13318, -9.41101)  0.130
H (-2.85175, -0.32332, -8.63036)  0.113
H (-5.59449, 0.67606, -9.31540)  0.117
H (-4.86972, 1.13636, -7.84509)  0.117
H (-6.56937, -0.44120, -6.10196)  0.076
H (-7.41104, -1.35909, -7.15945)  0.071
H (-7.40867, 0.28723, -7.57555)  0.083
C (2.90647, -1.69712, -1.24789)  -0.214
C (2.71111, -2.87957, -0.29052)  -0.303
O (3.51027, -3.88883, -0.67778)  -0.035
O (4.19069, -1.15657, -0.88137)  -0.083
H (2.27371, -0.82873, -1.06456)  0.112
H (2.84830, -1.84378, -2.32642)  0.115
H (1.68590, -3.14614, -0.03363)  0.118
H (3.05202, -2.51388, 0.67806)  0.121
H (3.08041, -4.43590, -1.33927)  0.106
H (4.71116, -1.95234, -1.01347)  0.065
C (0.56633, 3.60381, -5.54522)  -0.254
C (1.77638, 3.45907, -4.60834)  -0.256
O (2.34169, 4.72601, -4.35823)  -0.060
O (-0.70085, 3.86491, -4.99432)  -0.049
H (0.56644, 2.64471, -6.06313)  0.110
H (0.79056, 4.39367, -6.26212)  0.121
H (2.51606, 2.78733, -5.04393)  0.107
H (1.58879, 2.85653, -3.71960)  0.118
H (2.62983, 4.71545, -3.44255)  0.082
H (-0.91555, 4.73287, -5.34381)  0.081
C (6.04852, -4.93201, 4.38969)  -0.201
C (7.12492, -5.44217, 5.25003)  -0.250
O (6.92428, -6.85843, 5.40592)  -0.070
O (6.33561, -5.07433, 2.91111)  -0.097
H (6.02784, -3.84237, 4.40825)  0.111
H (5.06190, -5.27266, 4.70378)  0.121
H (7.18800, -4.97804, 6.23426)  0.125
H (8.12846, -5.26067, 4.86524)  0.122
H (6.92235, -7.17227, 4.49867)  0.076
H (5.60784, -4.74001, 2.38178)  0.062
C (-0.07055, 7.89505, 3.29089)  -0.271
C (0.59891, 7.42845, 1.96665)  -0.282
O (1.85449, 7.85263, 1.70751)  -0.054
O (-0.01324, 7.10066, 4.41105)  -0.039
H (-1.09519, 8.06120, 2.95833)  0.105
H (0.15415, 8.93451, 3.52991)  0.119
H (0.11478, 7.72629, 1.03659)  0.119
H (0.65371, 6.34025, 1.99683)  0.117
H (2.18600, 7.17866, 1.10963)  0.092
H (-0.38794, 7.61956, 5.12655)  0.092
C (-2.00647, -4.15388, 4.51568)  -0.230
C (-2.97071, -5.15223, 3.77961)  -0.285
O (-2.80860, -6.40295, 4.26665)  -0.053
O (-2.59584, -2.88018, 4.34166)  -0.077
H (-0.98098, -4.22640, 4.15342)  0.114
H (-1.94011, -4.42264, 5.56995)  0.111
H (-2.88389, -5.11302, 2.69378)  0.120
H (-4.01378, -4.97293, 4.04033)  0.122
H (-1.98263, -6.75329, 3.92512)  0.094
H (-1.89559, -2.22919, 4.42800)  0.079